[1]
14
Properties=species:S:1:pos:R:3:nbo_charge:R:1 method="wB97M-V/def2-TZVPD" e_above_lowest_kj_mol=0.0 spin_multiplicity=1 lumo_ev=-0.74
C 1.090 -1.157 -0.241 -0.0760
C 2.173 -0.386 0.008 -0.1220
C 0.314 0.904 0.070 0.6899
N -0.042 -0.359 -0.274 -0.5974
N 1.676 0.912 0.257 -0.5509
N -2.135 1.455 -0.432 0.5347
O -2.807 2.270 -0.011 -0.1415
O -0.575 1.820 0.126 -0.5384
O -2.546 -0.374 0.394 -0.9202
O -1.596 -2.646 0.374 -0.8797
S -1.888 -1.431 -0.413 1.6999
H 0.821 -2.148 -0.673 0.2422
H 3.306 -0.448 0.051 0.2344
H 2.210 1.588 0.765 0.4249

---

[2]
11
Properties=species:S:1:pos:R:3:nbo_charge:R:1 method="wB97M-V/def2-TZVPD" e_above_lowest_kj_mol=425.2 spin_multiplicity=1 lumo_ev=-1.07
O -2.827 0.402 0.135 -0.5265
C -1.721 0.057 -0.041 0.4143
N -0.756 1.111 -0.411 -0.4822
N 0.527 1.312 0.077 -0.1344
C 1.263 0.259 0.329 -0.1202
C 1.263 -1.037 -0.035 0.0532
N 0.225 -1.801 -0.376 -0.5643
S -1.403 -1.554 0.146 0.5322
H -1.048 1.999 -0.457 0.3914
H 2.111 0.742 0.913 0.2174
H 2.367 -1.490 -0.280 0.2192

---

[3]
11
Properties=species:S:1:pos:R:3:nbo_charge:R:1 method="wB97M-V/def2-TZVPD" e_above_lowest_kj_mol=109.2 spin_multiplicity=1 lumo_ev=-0.11
O -1.525 0.027 1.459 -0.6329
C -0.702 0.644 0.618 0.1837
S -0.646 2.260 0.455 -0.0190
C 0.155 -0.307 -0.121 0.1734
N 0.020 -1.653 0.091 -0.5033
C 0.910 -2.178 -0.699 0.1931
N 1.531 -1.204 -1.385 -0.3386
N 1.070 0.013 -1.025 -0.1990
H -1.353 -0.932 1.412 0.5068
H 1.128 -3.218 -0.839 0.2141
H 2.250 -1.268 -2.080 0.4216

---

[4]
10
Properties=species:S:1:pos:R:3:nbo_charge:R:1 method="wB97M-V/def2-TZVPD" e_above_lowest_kj_mol=314.0 spin_multiplicity=1 lumo_ev=0.23
N -1.614 -2.960 1.196 -0.3196
C -1.161 -2.021 0.736 0.3938
N -0.488 -0.968 0.413 -0.4106
N -0.776 0.301 0.838 -0.1512
C -0.172 1.245 0.228 0.0162
C 0.910 0.931 -0.731 -0.5481
S 0.679 -0.934 -0.943 0.3175
H -0.199 2.302 0.432 0.2208
H 0.942 1.174 -1.805 0.2500
H 1.877 0.929 -0.364 0.2311

---

[5]
10
Properties=species:S:1:pos:R:3:nbo_charge:R:1 method="wB97M-V/def2-TZVPD" e_above_lowest_kj_mol=244.1 spin_multiplicity=1 lumo_ev=0.09
C -1.044 0.602 0.514 0.3234
N -1.294 -0.617 0.488 -0.4732
C -0.517 -1.411 -0.246 0.2566
N 0.724 -1.460 -0.401 -0.5525
S 1.776 -0.367 0.513 0.3418
C 1.050 1.061 -0.309 -0.0053
N -0.184 1.345 -0.403 -0.4657
H -1.384 1.278 1.289 0.1893
H -1.038 -2.156 -0.738 0.1818
H 1.911 1.727 -0.707 0.2039

---

[6]
10
Properties=species:S:1:pos:R:3:mulliken_charge:R:1 method="wB97M-V/def2-TZVPD" e_above_lowest_kj_mol=293.4 s_squared=2.0450 total_charge=+1 spin_multiplicity=3 lumo_ev="-4.46 / -9.09"
C -3.209 -0.240 -1.742 0.2458
C 1.719 0.064 0.915 0.3789
C -2.126 0.604 -1.692 0.3093
N -4.115 -0.937 -1.695 -0.1995
N 1.579 0.872 0.100 -0.0411
N -1.137 1.178 -1.602 -0.3624
N 1.956 -0.711 1.891 -0.3191
H 1.155 1.036 -0.846 0.4147
H 2.935 -0.839 2.141 0.2907
H 1.242 -1.027 2.530 0.2828

---

[7]
11
Properties=species:S:1:pos:R:3:nbo_charge:R:1 method="wB97M-V/def2-TZVPD" e_above_lowest_kj_mol=492.3 spin_multiplicity=1 lumo_ev=-0.83
H -2.602 0.591 -0.445 0.3647
N -1.831 0.867 0.312 -0.6261
C -0.595 0.862 -0.106 0.3593
C 0.030 0.172 -1.360 0.0373
N 0.382 -0.994 -1.053 -0.2812
N 0.066 -1.871 0.074 0.0521
N 0.603 -1.379 1.263 -0.2168
C 1.084 0.124 1.191 0.2730
N 0.464 1.044 0.673 -0.4117
H 0.537 0.469 -2.450 0.2539
H 1.861 0.115 1.902 0.1955

---

[8]
11
Properties=species:S:1:pos:R:3:nbo_charge:R:1 method="wB97M-V/def2-TZVPD" e_above_lowest_kj_mol=307.7 spin_multiplicity=1 lumo_ev=0.06
C -0.545 -1.598 0.172 0.0744
N 0.229 -1.872 -0.997 -0.2213
N 0.701 -0.653 -1.407 -0.2765
C 0.588 0.214 -0.367 0.3583
N 0.349 1.566 -0.275 -0.3546
N -0.379 1.849 0.752 -0.2066
C -0.624 0.651 1.374 0.1137
N -0.236 -0.347 0.548 -0.3666
H -1.372 -2.082 0.780 0.2225
H 1.338 2.310 -0.541 0.4297
H -1.122 0.367 2.336 0.2269

---

[9]
14
Properties=species:S:1:pos:R:3:nbo_charge:R:1 method="wB97M-V/def2-TZVPD" e_above_lowest_kj_mol=0.0 spin_multiplicity=1 lumo_ev=0.65
O -1.511 -2.258 1.001 -0.5103
C -2.015 -1.990 -0.037 0.6465
O -1.926 -0.834 -0.723 -0.4718
C -1.190 0.184 -0.259 0.5113
N -1.147 1.370 -0.904 -0.2724
N -0.378 2.125 -0.214 -0.0261
N 0.028 1.431 0.820 -0.1560
N -0.451 0.204 0.842 -0.2747
H -2.669 -2.655 -0.626 0.1263
H 0.675 1.767 1.520 0.4256
N 2.812 0.826 -0.118 -0.8032
C 2.372 -0.257 -0.361 0.8665
O 1.811 -1.258 -0.473 -0.4914
H 3.589 1.344 -0.468 0.4297

---

[10]
8
Properties=species:S:1:pos:R:3:nbo_charge:R:1 method="wB97M-V/def2-TZVPD" e_above_lowest_kj_mol=161.6 spin_multiplicity=1 lumo_ev=0.80
N 0.389 2.651 -0.300 -0.2820
C 0.026 1.559 -0.198 0.2415
C -0.437 0.189 0.039 -0.0607
C 0.387 -1.060 0.136 -0.0763
O -0.441 -0.815 -0.927 -0.4554
H -1.428 0.240 0.563 0.2222
H -0.016 -1.873 0.795 0.2052
H 1.520 -0.891 -0.110 0.2054

---

Q: Which energy values were calculated for the entries above? A: -26650.8079 -20508.9719 -20512.2469 -18461.8291 -18462.5532 -9104.5251 -10603.7649 -10605.6778 -16750.8914 -6694.8176, in eV.